Record 1
Computed, not measured: C22H25ClN6OS in the gas phase in a non-equilibrium geometry, with ωB97M-V/def2-TZVPD.

Structure (XYZ):
```
56
Properties=species:S:1:pos:R:3:mulliken_charge:R:1
O -0.729 1.721 -4.085 -0.65
C -0.912 1.850 -2.895 0.75
C -1.921 0.984 -2.144 -1.05
S -1.131 -0.458 -1.340 0.01
C -0.426 0.312 0.037 0.42
N -0.588 1.566 0.391 -0.44
N 0.158 1.783 1.480 -0.83
C 0.756 0.666 1.805 0.45
C 1.670 0.556 2.925 0.32
C 1.792 -0.574 3.731 0.04
C 2.698 -0.552 4.778 -0.68
C 3.439 0.601 4.992 -0.28
N 3.316 1.686 4.245 -0.60
C 2.461 1.666 3.246 -0.46
N 0.420 -0.318 0.901 0.32
C 0.873 -1.678 0.807 -1.30
C -0.165 -2.655 1.383 -1.10
N -1.250 -2.846 0.444 0.73
C -2.557 -2.952 1.067 -1.00
C -3.646 -2.924 0.000 -0.49
C -3.450 -4.076 -0.978 -0.85
C -2.049 -3.983 -1.571 -0.45
C -1.011 -3.961 -0.455 -0.91
N -0.293 2.737 -2.079 -0.03
C 0.722 3.640 -2.385 0.55
C 1.322 4.313 -1.319 -0.68
C 2.331 5.225 -1.557 -0.56
C 2.759 5.485 -2.848 -0.57
C 2.156 4.811 -3.898 0.25
Cl 2.677 5.123 -5.516 -0.23
C 1.143 3.892 -3.687 -0.66
H -2.618 0.550 -2.859 0.46
H -2.449 1.539 -1.371 0.42
H 1.176 -1.446 3.570 0.37
H 2.816 -1.410 5.422 0.41
H 4.157 0.665 5.798 0.38
H 2.382 2.569 2.657 0.52
H 1.825 -1.760 1.337 0.65
H 1.028 -1.906 -0.251 0.42
H -0.565 -2.235 2.311 0.70
H 0.339 -3.603 1.633 0.17
H -2.688 -2.103 1.743 0.49
H -2.646 -3.882 1.660 0.38
H -4.624 -2.988 0.480 0.37
H -3.583 -1.979 -0.538 0.15
H -4.200 -4.033 -1.769 0.35
H -3.566 -5.028 -0.453 0.34
H -1.852 -4.830 -2.229 0.38
H -1.959 -3.064 -2.150 0.15
H -0.013 -3.851 -0.886 0.42
H -1.041 -4.920 0.097 0.42
H -0.502 2.650 -1.078 0.17
H 0.992 4.110 -0.311 0.41
H 2.792 5.741 -0.728 0.39
H 3.546 6.196 -3.040 0.42
H 0.688 3.374 -4.514 0.63
```

DFT total energy = -2115.52485 a.u.
LUMO = 0.329 eV
M = 457.003 u
Multiplicity = 1
Charge = 0
Highest occupied orbital energy = -8.3 eV

=====

Record 2
Computed, not measured: a molecular structure, C22H25ErFO5 in a non-equilibrium geometry, with ωB97M-V/def2-TZVPD.

Structure (XYZ):
```
54
Properties=species:S:1:pos:R:3:mulliken_charge:R:1
C 6.413 -2.861 0.281 -0.93
C 5.985 -1.860 1.332 1.06
O 5.658 -2.267 2.467 -0.59
O 6.020 -0.629 0.975 -0.22
C 4.840 0.298 1.204 -0.56
C 4.800 1.195 -0.012 -0.81
C 4.090 0.603 -1.228 -0.54
C 2.537 0.542 -1.155 -0.77
C 1.859 1.513 -0.199 -0.61
C 0.345 1.219 -0.112 -0.80
C -0.438 2.447 0.372 -0.61
C -1.596 2.161 1.374 -1.65
C -2.854 1.915 0.625 0.95
C -3.524 3.077 0.115 -0.46
C -4.728 3.002 -0.662 -0.77
C -5.248 1.785 -0.922 -0.83
C -4.629 0.590 -0.414 -0.02
C -3.409 0.641 0.378 -0.18
C -2.842 -0.624 0.867 1.06
O -1.802 -0.697 1.506 -0.32
C -3.597 -1.847 0.574 -0.89
C -4.708 -1.908 -0.174 0.72
C -5.427 -3.188 -0.448 -1.03
C -5.354 -3.496 -1.927 0.62
O -4.345 -3.611 -2.545 -0.46
F -6.546 -3.631 -2.491 -0.21
C -5.271 -0.692 -0.764 0.81
O -6.209 -0.704 -1.536 -0.54
H 5.658 -2.819 -0.500 0.27
H 7.364 -2.600 -0.172 0.40
H 6.465 -3.872 0.719 0.14
H 5.105 0.887 2.073 0.32
H 3.937 -0.277 1.374 0.41
H 5.844 1.358 -0.273 0.48
H 4.404 2.165 0.266 0.46
H 4.358 1.210 -2.085 0.37
H 4.467 -0.411 -1.352 0.11
H 2.158 0.737 -2.154 0.44
H 2.225 -0.477 -0.925 0.34
H 1.969 2.541 -0.538 0.42
H 2.243 1.429 0.815 0.30
H 0.205 0.376 0.562 0.37
H -0.010 0.883 -1.083 0.47
H 0.218 3.214 0.766 0.59
H -0.895 2.897 -0.512 0.37
H -1.756 3.089 1.927 0.40
H -1.362 1.397 2.099 0.78
H -3.099 4.049 0.318 0.49
H -5.197 3.904 -1.017 0.46
H -6.143 1.704 -1.522 0.55
H -3.205 -2.751 1.012 0.37
H -6.464 -3.147 -0.132 0.34
H -4.912 -3.990 0.070 0.41
Er 6.404 -4.469 2.783 1.54
```

DFT total energy = -2343.28680 a.u.
LUMO (alpha / beta) = -11.140 / -11.462 eV
Expectation value of S² = 3.771
M = 555.695 u
Multiplicity = 4
Charge = +3
Highest occupied orbital energy (alpha / beta) = -16.0 / -16.0 eV

=====

Record 3
Computed, not measured: a molecular structure, C22H25F5GdNO2Te in a non-equilibrium geometry, with ωB97M-V/def2-TZVPD.

Structure (XYZ):
```
57
Properties=species:S:1:pos:R:3:mulliken_charge:R:1
C -3.042 0.928 -1.157 -0.19
C -1.974 0.189 -1.731 -0.99
C -1.564 -0.802 -0.797 -0.06
H -1.606 0.299 -2.752 0.54
C -2.392 -0.668 0.369 -0.21
C -3.303 0.396 0.132 -0.83
H -2.385 -1.331 1.236 0.39
C 0.284 3.656 -0.891 -0.84
C -0.105 2.769 -1.930 -0.89
C 0.719 1.614 -1.858 -0.89
H -0.863 2.953 -2.688 0.53
C 1.610 1.783 -0.757 -0.74
C 1.333 3.052 -0.148 -0.55
H -0.854 -1.606 -0.992 0.60
H -4.108 0.709 0.796 0.45
H -3.613 1.695 -1.673 0.53
H 1.872 3.475 0.709 0.36
H 0.720 0.756 -2.533 0.61
H -0.112 4.647 -0.698 0.64
Gd -0.704 1.424 0.301 0.74
C 2.516 0.725 -0.186 3.28
C 3.729 1.434 0.440 -1.83
C 2.990 -0.244 -1.279 -1.89
H 4.186 2.093 -0.315 0.38
H 4.453 0.687 0.780 0.52
H 3.421 2.034 1.307 0.36
H 3.426 0.330 -2.112 0.42
H 2.176 -0.872 -1.671 0.24
H 3.763 -0.902 -0.861 0.47
C 1.642 -0.041 0.858 -0.01
C 2.463 -1.002 1.716 0.04
H 0.858 -0.624 0.322 -0.57
H 1.162 0.674 1.584 0.54
O 3.654 -0.787 1.935 -0.70
N 1.903 -2.124 2.254 -0.06
C 0.506 -2.533 2.302 -0.93
H 2.558 -2.647 2.828 0.29
C 0.136 -3.436 1.141 0.62
C -1.171 -3.928 1.080 -0.27
H -1.849 -3.702 1.910 0.47
C -1.589 -4.667 -0.029 -0.64
H -2.625 -5.006 -0.079 0.39
C -0.681 -4.960 -1.054 -0.50
H -1.012 -5.539 -1.918 0.39
C 0.643 -4.527 -0.963 -0.63
H 1.367 -4.764 -1.744 0.41
C 1.060 -3.776 0.146 -0.19
H 2.100 -3.450 0.236 0.44
H -0.163 -1.650 2.338 0.03
H 0.365 -3.083 3.247 0.54
F -3.594 4.750 2.223 -0.42
Te -3.123 4.327 0.440 2.03
F -4.236 5.723 -0.240 -0.41
F -4.590 3.112 0.326 -0.45
F -2.722 3.922 -1.401 -0.46
F -1.660 5.552 0.492 -0.44
O -1.975 2.965 1.009 -0.68
```

DFT total energy = -2591.41285 a.u.
LUMO (alpha / beta) = -1.427 / -3.800 eV
Expectation value of S² = 15.799
M = 715.287 u
Multiplicity = 8
Charge = 0
Highest occupied orbital energy (alpha / beta) = -5.7 / -8.4 eV
Energy above the lowest of the compared OMol25 structures with the same formula, charge and spin = 60.6 kcal per mole

=====

Record 4
Computed, not measured: 2 unconnected molecules or ions with the total composition C22H25F6N4O6 in a non-equilibrium geometry, with ωB97M-V/def2-TZVPD.

Structure (XYZ):
```
63
Properties=species:S:1:pos:R:3:mulliken_charge:R:1
C 3.918 0.384 1.451 -1.07
C 3.172 1.342 0.874 -0.26
N 1.774 1.253 0.811 0.41
C 1.144 1.278 -0.480 -1.06
O 1.725 0.255 -1.262 -0.07
C 0.879 -0.508 -2.022 -0.14
C -0.034 0.108 -2.868 0.38
C -0.895 -0.640 -3.656 0.69
C -1.893 0.048 -4.545 -1.66
C -0.821 -2.029 -3.584 -1.16
C 0.104 -2.634 -2.750 -0.43
C 0.962 -1.895 -1.944 0.12
C 1.965 -2.555 -1.022 1.53
C 3.144 -3.114 -1.834 -1.44
C 1.329 -3.654 -0.166 -1.48
C 1.029 1.146 1.954 0.39
N -0.261 1.043 1.971 -0.37
C -0.633 0.988 3.301 -0.17
C -1.901 0.871 3.835 0.18
O -2.151 1.140 5.055 -0.90
C -2.998 0.421 2.885 1.29
F -3.302 1.337 1.918 -0.35
F -2.598 -0.706 2.211 -0.32
C -4.323 0.010 3.600 0.25
F -4.112 -0.593 4.774 -0.29
F -4.953 -0.926 2.806 -0.39
C -5.384 1.133 3.762 1.04
F -4.862 2.196 4.380 -0.27
F -5.850 1.490 2.542 -0.29
C -6.570 0.563 4.582 0.13
O -6.610 0.624 5.763 -0.46
O -7.536 -0.015 3.816 -0.49
N 0.511 1.067 4.087 -0.35
N 1.581 1.158 3.200 -0.06
H 3.757 -0.671 1.292 0.24
H 4.769 0.672 2.057 0.37
H 3.614 2.218 0.402 0.37
H 0.068 1.170 -0.398 0.74
H 1.349 2.245 -0.950 0.11
H -0.052 1.187 -2.882 0.31
H -1.810 -0.284 -5.576 0.38
H -1.774 1.125 -4.477 0.34
H -2.897 -0.163 -4.176 0.34
H -1.486 -2.624 -4.195 0.39
H 0.146 -3.714 -2.743 0.35
H 2.336 -1.782 -0.355 -0.50
H 3.625 -3.947 -1.326 0.41
H 2.775 -3.487 -2.789 0.32
H 3.887 -2.348 -2.042 0.32
H 2.115 -4.267 0.272 0.44
H 0.746 -3.226 0.645 0.33
H 0.698 -4.313 -0.756 0.28
H -7.248 -0.893 3.537 0.36
H 0.574 1.074 5.083 0.20
H 2.539 1.257 3.458 0.25
O 1.590 2.745 -3.551 -0.45
C 2.750 3.197 -3.638 -0.45
C 3.943 1.830 -3.241 0.60
O 5.090 2.308 -3.319 -0.57
H 3.075 3.966 -2.910 0.31
H 3.116 3.522 -4.630 0.33
H 3.612 1.082 -3.988 0.27
H 3.538 1.539 -2.251 -0.34
```

DFT total energy = -2122.76407 a.u.
LUMO = 0.087 eV
M = 555.452 u
Multiplicity = 1
Charge = -1
Highest occupied orbital energy = -1.7 eV

=====

Among the records above, which one has the lowest DFT total energy? C22H25F5GdNO2Te